No. 1
Below is a molecular structure, C3H7BrNO at a distorted geometry, with properties calculated with the ωB97M-V functional and the def2-TZVPD basis.

```
13
Properties=species:S:1:pos:R:3:forces:R:3
C -0.148438 -0.236041 -0.785911 -0.99 -1.23 -1.39
C -0.041123 1.249267 -0.369432 0.85 -0.50 -3.75
C -1.833991 -0.052944 0.855331 -4.11 -2.25 3.25
N -0.774018 -0.894850 0.395970 0.66 -0.76 2.53
O -0.987765 1.571382 0.499861 1.88 3.53 -0.02
Br -3.333682 0.129228 -0.231786 -0.01 -0.05 -0.15
H -0.999067 -0.541658 -1.506056 1.50 1.43 0.38
H 0.763004 -0.743338 -1.188116 -0.56 0.55 0.80
H 1.021597 1.311001 -0.064439 -0.33 0.89 0.74
H -0.082837 1.890199 -1.338571 0.08 -0.52 1.48
H -2.060407 0.040016 1.984848 0.71 -0.45 -2.21
H -1.091702 -1.798131 0.041196 -0.13 -0.43 0.53
H -0.312387 -1.026574 1.360936 0.44 -0.20 -2.20
```
Forces are in eV/Å.

Properties
LUMO energy (alpha / beta) ... -3.59 / -7.35 eV
Max |F| ... 5.70 eV/Å
2S+1 ... 3
Energy above the lowest of the compared OMol25 structures with the same formula, charge and spin ... 26.59 kcal/mol
Net charge ... +1
DFT total energy ... -76791.2364 eV
Kohn-Sham gap (alpha / beta) ... 7.7 / 7.5 eV

=====

No. 2
Below is a molecular structure, C46H41BeN6O3PS at a distorted geometry, with properties calculated with the ωB97M-V functional and the def2-TZVPD basis.

```
99
Properties=species:S:1:pos:R:3:forces:R:3
Be 0.721172 1.017702 0.447690 -0.15 0.61 0.33
C -3.924927 0.828551 1.921717 0.02 -0.05 0.05
C -4.579453 2.063615 1.382200 0.08 0.00 -0.09
C -5.789359 2.492111 1.918395 0.00 0.15 -0.01
C -6.466182 3.587059 1.413029 -0.02 -0.07 0.05
C -5.941764 4.281727 0.336672 -0.05 0.02 -0.07
C -4.734918 3.888801 -0.205185 0.04 -0.03 0.09
C -4.042489 2.798878 0.318398 -0.33 0.23 0.18
N -2.835066 2.437638 -0.308183 0.16 -0.19 -0.28
C -1.628287 2.187584 0.287403 -0.45 0.65 -0.25
N -1.488233 2.687488 1.519672 -0.65 0.24 0.21
C -0.468326 2.459079 2.460217 0.68 -0.20 0.16
C 0.671428 1.758239 2.065271 -0.26 -0.03 -0.19
C 1.612438 1.542542 3.074161 0.02 0.01 -0.18
C 1.434435 1.983786 4.372564 0.18 -0.04 0.11
C 0.297399 2.698413 4.705218 -0.01 0.00 -0.09
C -0.670286 2.963849 3.751181 -0.07 0.04 0.01
C -1.893752 3.762596 4.113410 0.13 -0.11 -0.04
N -0.676557 1.604107 -0.389261 0.64 -0.34 0.46
C -1.049853 1.058300 -1.637604 -0.44 -0.19 -0.72
C -1.862912 -0.073311 -1.660865 -0.06 0.15 -0.10
C -2.251323 -0.637702 -2.859546 -0.11 0.07 0.12
C -1.825794 -0.072494 -4.051170 0.00 0.08 -0.13
C -1.004209 1.038982 -4.031167 -0.10 -0.14 -0.13
C -0.612755 1.628331 -2.835558 -0.09 0.05 0.41
C 0.225760 2.869431 -2.823919 0.01 -0.06 0.02
H -4.681952 0.126516 2.262807 -0.03 -0.06 0.01
H -3.279882 1.045064 2.773118 0.10 -0.02 0.05
H -3.311684 0.335119 1.172817 0.07 -0.09 -0.02
H -6.212286 1.939777 2.743736 -0.06 -0.11 0.09
H -7.410522 3.881463 1.844230 -0.08 0.05 0.05
H -6.469339 5.126257 -0.078673 -0.05 0.09 -0.05
H -4.313591 4.421633 -1.045145 0.09 0.07 -0.05
H -2.859734 2.314896 -1.310969 0.03 -0.08 0.15
H -2.306218 3.163424 1.873976 0.06 -0.02 -0.13
H 2.521636 1.007166 2.828820 0.15 -0.14 0.01
H 2.177595 1.776436 5.130638 0.06 -0.01 0.03
H 0.157456 3.049422 5.717671 -0.04 0.07 0.09
H -1.805744 4.137081 5.129969 -0.04 0.02 0.05
H -2.797129 3.153104 4.061994 -0.17 0.01 -0.02
H -2.018389 4.623418 3.454208 -0.08 0.08 -0.03
H -2.166846 -0.506052 -0.718883 -0.02 -0.09 0.14
H -2.886238 -1.511338 -2.860859 -0.05 -0.09 -0.01
H -2.136444 -0.493010 -4.995685 0.03 -0.09 -0.08
H -0.664417 1.469569 -4.963337 0.02 0.04 -0.07
H 0.488615 3.159076 -3.838411 0.05 0.06 -0.04
H 1.134397 2.703387 -2.249156 0.04 0.12 -0.04
H -0.318262 3.690693 -2.356057 0.05 0.10 0.04
N 2.700905 -0.580021 -1.460228 0.22 -0.53 -0.15
P 1.099756 -1.191079 -1.660280 0.28 -0.88 -1.28
C 1.242849 -1.693395 -3.434284 0.04 0.21 0.13
C 2.173708 -1.168595 -4.318286 0.02 0.01 0.20
C 2.143376 -1.510037 -5.658217 -0.01 0.02 -0.27
C 1.171204 -2.372620 -6.131055 0.04 0.04 -0.15
C 0.234658 -2.903756 -5.257369 -0.09 -0.06 -0.03
C 0.264834 -2.559386 -3.920406 0.14 -0.09 -0.03
C 1.359573 -2.907086 -1.042823 -0.21 0.23 0.05
C 0.277090 -3.531777 -0.438361 0.04 0.03 -0.24
C 0.387809 -4.825207 0.040654 -0.01 -0.22 -0.01
C 1.589850 -5.501682 -0.078112 -0.09 -0.06 0.06
C 2.672328 -4.891305 -0.689831 0.15 0.03 -0.13
C 2.554235 -3.603798 -1.177264 -0.11 0.04 -0.04
C 3.119828 0.589100 -0.924617 0.60 0.21 -0.13
C 4.509484 0.858802 -0.918310 0.04 0.09 0.05
C 4.967154 2.075923 -0.486812 -0.33 -0.13 -0.03
C 4.036833 3.035071 -0.081710 -0.17 0.04 0.01
C 2.710109 2.680067 -0.062383 0.47 0.52 0.07
N 2.251127 1.483776 -0.441367 -0.29 -0.72 0.10
H 3.453006 -1.194901 -1.756013 -0.10 0.32 0.06
H 2.925666 -0.484722 -3.951254 0.09 0.11 -0.04
H 2.871453 -1.094094 -6.339964 0.07 0.03 -0.05
H 1.135152 -2.622495 -7.181362 0.02 -0.06 -0.07
H -0.518670 -3.583562 -5.632657 -0.06 -0.02 0.03
H -0.470789 -2.965785 -3.239089 -0.06 -0.08 0.03
H -0.654227 -2.995370 -0.325448 -0.14 0.02 0.05
H -0.462278 -5.288186 0.517036 -0.07 -0.03 0.09
H 1.686234 -6.508318 0.299279 -0.01 -0.11 0.06
H 3.608967 -5.420456 -0.800208 0.04 -0.05 0.02
H 3.401860 -3.152837 -1.675624 0.12 -0.02 -0.06
H 5.197899 0.098421 -1.257423 0.01 -0.08 -0.05
H 6.024708 2.292368 -0.461289 0.09 -0.02 -0.05
H 4.347499 4.014181 0.237983 -0.02 0.14 0.07
H 1.949694 3.360229 0.285268 -0.05 0.12 0.14
O -1.693633 -3.708750 2.267764 0.13 -0.01 -0.18
S -0.910831 -2.702059 2.935621 -0.02 -0.18 0.28
O -1.363792 -2.300138 4.235847 0.24 0.19 -0.08
N -0.706950 -1.408980 1.927408 -0.58 -0.27 0.25
C 0.510174 -1.361079 1.495702 0.11 -0.10 0.43
O 0.922016 -0.560371 0.599461 0.46 0.30 0.60
C 1.459187 -2.343461 2.084041 0.37 -0.16 0.17
C 2.818460 -2.467447 1.846519 -0.22 0.07 0.10
C 3.505063 -3.480631 2.497804 0.07 0.01 0.06
C 2.855689 -4.328943 3.383765 -0.15 0.02 0.04
C 1.493269 -4.192215 3.630221 -0.10 -0.15 0.09
C 0.821204 -3.197675 2.962951 -0.40 0.56 -0.30
H 3.322337 -1.787817 1.175812 0.01 0.05 -0.12
H 4.560597 -3.617487 2.315285 0.11 0.03 0.00
H 3.414315 -5.099914 3.893196 0.04 -0.08 0.02
H 0.972805 -4.848909 4.308879 -0.01 -0.09 0.12
```
Forces are in eV/Å.

Properties
LUMO energy ... 0.41 eV
Max |F| ... 1.58 eV/Å
DFT total energy ... -83981.3371 eV
Kohn-Sham gap ... 8.2 eV

=====

Q: Which of these has the highest DFT total energy?
A: C3H7BrNO